94
Properties=species:S:1:pos:R:3:forces:R:3 method="wB97M-V/def2-TZVPD" homo_energy_ha="-0.3298 / -0.3341" spin_multiplicity=5 e_tot_ha=-4101.8967 de_lowest_kj_mol=0.0
Mn 0.006221 -0.354975 -1.805145 0.4 0.2 0.5
C -3.781692 5.679857 1.702819 0.0 0.0 0.0
C -2.612172 4.864750 1.224589 0.0 0.0 0.0
C -1.449049 5.479016 0.776681 0.0 0.0 0.0
C -0.379095 4.732187 0.299506 -0.1 0.0 0.1
C -0.479434 3.352309 0.289299 -0.1 0.0 0.0
C -1.632150 2.715773 0.738391 0.1 0.0 -0.1
C -2.689148 3.471439 1.202047 0.0 0.0 0.0
S 0.837122 2.356578 -0.328440 0.0 0.1 0.0
O 1.164005 1.363291 0.669821 0.2 0.0 -0.1
O 1.890810 3.247753 -0.756888 0.0 -0.1 0.0
N 0.219532 1.583187 -1.582809 0.0 -0.3 -0.2
C 0.076941 2.329789 -2.830639 0.0 0.0 0.0
C -0.041992 1.332174 -3.973808 0.0 -0.2 0.1
O -0.228390 1.644060 -5.116332 0.0 0.1 0.0
O 0.084222 0.056888 -3.577605 -0.1 0.1 -0.3
H -3.474381 6.683537 1.991943 0.0 0.0 0.0
H -4.265399 5.207257 2.556868 0.0 0.0 0.0
H -4.529558 5.773949 0.913398 0.0 0.0 0.0
H -1.376911 6.558984 0.798080 0.0 0.0 0.0
H 0.525477 5.204800 -0.052576 0.0 0.0 0.0
H -1.686126 1.634658 0.726652 0.0 0.1 0.0
H -3.585464 2.973043 1.551824 0.0 0.0 0.0
H 0.941366 2.972107 -3.014568 0.0 0.0 0.0
H -0.816518 2.962657 -2.837899 0.0 0.0 0.0
C 5.218548 -2.926557 1.221549 0.0 0.0 0.0
C 4.036251 -3.616803 1.897933 0.0 0.0 0.0
C 2.711630 -3.511673 1.144824 0.0 0.0 0.0
C 2.032207 -2.150873 1.185930 0.0 0.0 0.1
N 2.772025 -1.090216 0.505830 0.0 0.1 0.0
C 2.760494 -0.875507 -0.800153 -0.2 0.2 0.0
S 1.886388 -1.934758 -1.854128 0.0 -0.1 -0.2
N 3.392717 0.207488 -1.259986 -0.2 0.1 0.1
C 3.524685 0.589528 -2.666187 -0.1 0.0 0.0
C 4.686048 -0.113883 -3.351236 0.0 0.0 0.0
C 6.036816 0.159585 -2.699991 0.0 0.0 0.0
C 7.186808 -0.483370 -3.464913 0.0 0.0 0.0
H 6.151822 -3.178066 1.724528 0.0 0.0 0.0
H 5.124743 -1.841233 1.228152 0.0 0.0 0.0
H 5.304767 -3.242218 0.180420 0.0 0.0 0.0
H 3.910646 -3.227734 2.913197 0.0 0.0 0.0
H 4.273912 -4.677120 2.007156 0.0 0.0 0.0
H 1.996315 -4.212924 1.582391 0.0 0.0 0.0
H 2.849792 -3.815376 0.103361 0.0 0.0 0.0
H 1.925726 -1.825076 2.221907 0.0 0.0 0.0
H 1.035129 -2.209667 0.748062 0.1 0.1 0.1
H 3.127656 -0.338348 1.078336 0.0 0.0 0.0
H 3.564072 0.942136 -0.585623 0.1 -0.1 0.0
H 3.676860 1.669909 -2.662679 0.0 0.0 0.0
H 2.589911 0.382307 -3.188858 0.0 0.0 0.0
H 4.704916 0.220192 -4.391702 0.0 0.0 0.0
H 4.490332 -1.189377 -3.368732 0.0 0.0 0.0
H 6.027306 -0.217843 -1.674135 0.0 0.0 0.0
H 6.195596 1.240224 -2.634525 0.0 0.0 0.0
H 7.057910 -1.564920 -3.522639 0.0 0.0 0.0
H 8.145625 -0.286415 -2.986576 0.0 0.0 0.0
H 7.237603 -0.101932 -4.485501 0.0 0.0 0.0
C -3.784763 -3.327651 1.460526 0.0 0.0 0.0
C -2.591567 -3.027430 0.547270 -0.1 0.0 0.0
C -1.363547 -3.792351 1.052172 0.0 0.0 0.0
C -2.917938 -3.480626 -0.879636 0.0 0.0 0.0
Si -2.198480 -1.181782 0.539485 0.0 0.0 -0.2
O -0.820221 -0.973427 -0.317443 0.0 0.0 0.0
C -1.931206 -0.520745 2.275662 0.0 0.0 0.1
C -2.942025 -0.411895 3.237448 0.1 -0.1 0.0
C -2.690231 0.118817 4.493428 0.0 0.0 0.0
C -1.415217 0.560981 4.817576 0.0 0.0 0.0
C -0.399453 0.468444 3.880404 0.0 0.0 0.0
C -0.658553 -0.066815 2.626285 0.0 0.0 0.0
C -3.582564 -0.227265 -0.325688 0.0 0.1 0.0
C -4.861802 -0.055263 0.214542 0.0 0.0 0.0
C -5.844090 0.666289 -0.448875 0.0 0.0 0.0
C -5.573164 1.242979 -1.680912 0.0 0.0 0.0
C -4.319457 1.077912 -2.249338 0.0 0.0 0.0
C -3.347647 0.355073 -1.573325 0.2 0.0 -0.1
H -3.982587 -4.403403 1.471069 0.0 0.0 0.0
H -4.694453 -2.835140 1.112955 0.0 0.0 0.0
H -3.597255 -3.016776 2.489341 0.0 0.0 0.0
H -1.595760 -4.858009 1.140762 0.0 0.0 0.0
H -1.042503 -3.441476 2.036691 0.0 0.0 0.0
H -0.524351 -3.688573 0.362103 0.0 0.0 0.0
H -3.130264 -4.553901 -0.894635 0.0 0.0 0.0
H -2.078273 -3.302595 -1.555813 0.0 0.0 0.0
H -3.789680 -2.961867 -1.281254 0.0 0.0 0.0
H -3.942290 -0.755649 3.020397 -0.1 0.0 0.0
H -3.489746 0.189300 5.219422 0.0 0.0 0.0
H -1.218870 0.985858 5.793736 0.0 0.0 0.0
H 0.591539 0.833337 4.117954 0.0 0.0 0.0
H 0.124054 -0.080546 1.883767 0.0 -0.1 0.0
H -5.114337 -0.495248 1.168145 0.0 0.0 0.1
H -6.823839 0.778036 -0.001498 0.0 0.0 0.0
H -6.335808 1.811001 -2.197621 0.0 0.0 0.0
H -4.095624 1.515549 -3.213519 0.0 0.0 0.0
H -2.371501 0.250308 -2.052802 -0.2 0.0 0.1